one.
ORCA calculation (the ωB97M-V functional and the def2-TZVPD basis) on a structure of composition C23H25As2BCrF7N4O3S3Se.

As for the HOMO-LUMO gap (alpha / beta): 4.7 / 6.3 eV. The net charge is -2. Its spin multiplicity is 6. As for the molar mass: 926.277 g/mol.

Geometry (Å):
Cr -0.3324 -0.9645 -0.5035
C 2.0960 1.3048 1.0594
As 1.0197 -0.2369 1.5822
C 2.5187 -1.4164 1.9725
C 0.6084 0.3302 3.4358
C 1.0893 -0.4915 4.4562
C 1.0446 -0.0996 5.7850
C 0.5180 1.1374 6.1172
C -0.0258 1.9316 5.1192
C -0.0225 1.5306 3.7832
As -1.0137 2.5574 2.4290
C -1.6433 4.0626 3.5331
C -2.6443 1.4892 2.6424
H 2.6782 1.6403 1.9204
H 1.4554 2.1057 0.6981
H 2.7549 0.9810 0.2532
H 3.1476 -0.9644 2.7415
H 3.0808 -1.5157 1.0456
H 2.1620 -2.3951 2.2823
H 1.4912 -1.4646 4.2153
H 1.4273 -0.7619 6.5521
H 0.5024 1.4753 7.1470
H -0.4736 2.8765 5.4003
H -2.1119 3.7316 4.4610
H -2.3916 4.5880 2.9373
H -0.8310 4.7565 3.7506
H -3.0120 1.5913 3.6665
H -2.4225 0.4446 2.4277
H -3.3915 1.8284 1.9281
S -2.4394 0.6100 -0.6367
C -0.8766 1.1274 -0.7623
F -1.7054 -4.1601 2.2071
B -0.9941 -2.9820 2.0476
F -0.2997 -3.0030 0.7874
F -0.0134 -2.8603 3.0526
F -1.8194 -1.8573 2.0624
Se 2.1626 -0.2358 -2.6010
N 1.6272 -1.4016 -1.2751
C 2.4976 -2.4483 -1.3300
C 2.4157 -3.6123 -0.5459
C 3.3831 -4.5926 -0.6572
C 4.4551 -4.4523 -1.5479
C 4.5542 -3.3295 -2.3412
C 3.5813 -2.3119 -2.2628
N 3.6126 -1.2009 -3.0286
H 1.5796 -3.7318 0.1266
H 3.3007 -5.4868 -0.0503
H 5.2033 -5.2339 -1.6216
H 5.3660 -3.2048 -3.0476
F -0.5699 -3.5733 -4.4725
C -1.1212 -3.7766 -3.2646
F -2.0126 -4.7786 -3.3904
F -0.1625 -4.1809 -2.4390
S -1.9708 -2.2645 -2.6614
O -2.3947 -2.6024 -1.3246
O -2.9680 -2.0331 -3.6686
O -0.8823 -1.2675 -2.6080
C -2.4160 5.6822 -5.0152
C -2.3611 4.2661 -4.5170
C -3.0989 3.2514 -5.1195
C -2.9386 1.9742 -4.6062
N -2.1271 1.7151 -3.5945
C -1.4846 2.7504 -3.0708
S -0.3162 2.4410 -1.7653
N -1.5623 4.0228 -3.4841
H -3.4066 5.9288 -5.3988
H -1.6981 5.8229 -5.8265
H -2.1529 6.3668 -4.2114
H -3.7589 3.4496 -5.9538
H -3.4662 1.1208 -5.0217



two.
ORCA calculation (the ωB97M-V functional and the def2-TZVPD basis) on a structure of composition C23H25As2BCrF7N4O3S3Se.

As for the HOMO-LUMO gap (alpha / beta): 5.1 / 7.1 eV. The net charge is -2. Its spin multiplicity is 6. As for the molar mass: 926.277 g/mol.

Geometry (Å):
Cr -0.7496 0.7598 -1.0173
C -0.2809 -2.3779 1.4177
As 0.3008 -0.5239 1.7079
C -0.5678 -0.2328 3.4398
C 2.1098 -0.9448 2.4178
C 2.2159 -1.8949 3.4357
C 3.4338 -2.2258 4.0044
C 4.5885 -1.6010 3.5535
C 4.4969 -0.6593 2.5433
C 3.2734 -0.3153 1.9671
As 3.2178 1.0215 0.5171
C 4.6524 0.2104 -0.5712
C 4.3670 2.3890 1.3360
H 0.0368 -3.0480 2.2165
H 0.1179 -2.7242 0.4643
H -1.3696 -2.3828 1.3575
H -0.3785 -1.0568 4.1287
H -1.6407 -0.1461 3.2716
H -0.1844 0.6999 3.8493
H 1.3238 -2.3896 3.8013
H 3.4807 -2.9658 4.7955
H 5.5521 -1.8432 3.9878
H 5.4042 -0.1756 2.1990
H 5.5830 0.1097 -0.0091
H 4.8191 0.8415 -1.4445
H 4.3272 -0.7648 -0.9261
H 5.2830 1.9623 1.7483
H 3.7981 2.9019 2.1065
H 4.6306 3.1070 0.5567
S 1.3190 3.6795 -1.6024
C 0.4781 2.4506 -1.3214
F 1.7270 4.2888 2.1530
B 0.8622 3.2466 2.5523
F 0.1035 3.6463 3.6606
F 1.6440 2.1149 2.9069
F 0.0219 2.8988 1.4803
Se -2.2613 -2.1344 -2.0035
N -2.1625 -0.7686 -0.7933
C -3.1474 -0.9821 0.1149
C -3.3955 -0.1799 1.2411
C -4.4120 -0.5168 2.1168
C -5.2031 -1.6519 1.9000
C -4.9814 -2.4621 0.8041
C -3.9529 -2.1539 -0.1107
N -3.6671 -2.9079 -1.1921
H -2.7947 0.7055 1.4024
H -4.5960 0.1113 2.9805
H -5.9940 -1.8971 2.6002
H -5.5798 -3.3475 0.6254
F 2.9065 -2.6166 -1.8290
C 1.9983 -2.4547 -2.7975
F 2.5840 -2.7831 -3.9627
F 1.0093 -3.3223 -2.5824
S 1.4001 -0.7129 -2.8547
O 0.4358 -0.6790 -3.9207
O 2.6086 0.0441 -3.0275
O 0.7945 -0.6095 -1.5068
C -2.0905 0.4093 -5.2659
C -2.7600 1.4176 -4.3854
C -3.8345 2.1768 -4.8383
C -4.3680 3.0902 -3.9471
N -3.9215 3.2574 -2.7143
C -2.8912 2.4714 -2.3409
S -2.2719 2.6272 -0.7352
N -2.2913 1.5686 -3.1496
H -2.6861 0.2202 -6.1601
H -1.9295 -0.5165 -4.7186
H -1.1033 0.7683 -5.5576
H -4.2322 2.0532 -5.8363
H -5.2061 3.7196 -4.2394



Pick two: it beats the second-best structure by 118.2 kJ/mol.